C26H16Cl2I2NORb | ωB97M-V with the def2-TZVPD basis set

E in eV: -72661.4390
E_HOMO in eV: -0.7
Kohn-Sham gap in eV: 4.42
Total charge: -2
Max |F| in eV/A: 0.52
Energy relative to the best compared isomer or geometry (same formula, charge and spin) in kcal per mole: 0.00

Last column: Löwdin charge in e.
Geometry (Å):
I (-4.9049, -3.6485, 0.1448)  0.825
I (0.2108, 4.0109, 0.1220)  0.880
Rb (-0.7442, 0.2640, 0.4336)  0.788
Cl (-0.8076, -7.5768, -0.1155)  0.599
Cl (4.0928, -0.2273, 2.7538)  0.585
O (-2.2360, -1.8644, 0.1020)  -0.275
N (0.3784, -2.5475, 0.0419)  0.076
C (4.7522, 0.1474, -1.2022)  -0.092
C (-2.8379, 3.9486, 0.0062)  -0.298
C (-4.1135, 4.5832, -0.0479)  -0.199
C (4.0137, 0.1855, 0.0388)  -0.412
C (-5.2736, 3.7733, -0.0701)  -0.092
C (-1.8323, 6.1899, 0.0049)  -0.200
C (-0.1801, -4.8945, -0.0399)  -0.192
C (2.1145, -4.1810, -0.0621)  -0.053
C (-4.2234, 5.9969, -0.0781)  -0.074
C (6.1483, -0.5876, 1.0567)  -0.189
C (1.6552, -2.8515, 0.0066)  -0.120
C (2.6861, 0.5346, 0.1044)  -0.139
C (1.1989, -5.1951, -0.0848)  -0.050
C (6.0660, -0.2297, -1.2934)  -0.167
C (-3.1109, 6.7842, -0.0536)  -0.125
C (-2.5221, -5.4909, 0.0114)  -0.220
C (-0.5468, -3.5321, 0.0187)  -0.148
C (-3.8627, 1.8170, 0.0084)  -0.195
C (-5.1454, 2.4137, -0.0407)  -0.120
C (-1.2129, -5.8701, -0.0446)  -0.636
C (-1.7099, 4.8276, 0.0337)  -0.665
C (-1.9579, -3.0849, 0.0653)  -0.509
C (-2.8905, -4.1424, 0.0678)  -0.678
C (-2.6723, 2.5255, 0.0310)  -0.227
C (4.8300, -0.2090, 1.1509)  -0.626
C (6.8121, -0.6096, -0.1673)  -0.179
H (7.8475, -0.9137, -0.2400)  0.060
H (-5.2140, 6.4402, -0.1213)  0.095
H (4.2223, 0.4379, -2.1037)  0.092
H (1.5090, -6.2311, -0.1332)  0.076
H (-3.2936, -6.2506, 0.0118)  0.077
H (-3.1956, 7.8647, -0.0777)  0.085
H (2.1590, 0.5383, 1.0476)  -0.029
H (3.1793, -4.3715, -0.0912)  0.100
H (6.6540, -0.8714, 1.9736)  0.080
H (-6.0316, 1.7846, -0.0559)  0.086
H (6.5297, -0.2260, -2.2765)  0.080
H (-0.9451, 6.8097, 0.0271)  0.069
H (2.3479, -2.0145, 0.0357)  0.087
H (-3.8495, 0.7266, 0.0225)  0.060
H (-6.2475, 4.2525, -0.1101)  0.089
H (2.1544, 0.7650, -0.8114)  0.019